Record 1
{
  "formula": "C21H42Cl7N2O5",
  "method": "ωB97M-V/def2-TZVPD",
  "charge": -1,
  "max_force_ha_per_bohr": 0.1089,
  "multiplicity": 1,
  "orbital_gap_ha": 0.2404,
  "symbols": ["C", "C", "C", "C", "N", "N", "C", "C", "C", "C", "O", "C", "O", "C", "C", "O", "C", "O", "O", "C", "Cl", "C", "C", "H", "H", "H", "H", "H", "H", "H", "H", "H", "H", "H", "H", "H", "H", "H", "H", "H", "H", "H", "H", "H", "H", "H", "H", "H", "H", "H", "H", "H", "H", "Cl", "C", "C", "Cl", "H", "H", "H", "H", "Cl", "C", "C", "Cl", "H", "H", "H", "H", "Cl", "C", "C", "Cl", "H", "H", "H", "H"],
  "coordinates": [[-4.76704, 3.64412, 0.42205], [-3.79741, 3.77552, -0.87884], [-3.84411, 2.41657, -1.77946], [-3.12217, 1.27646, -0.91188], [-1.92081, 0.66725, -1.53154], [-0.71080, 1.14253, -1.02681], [-0.27512, 2.23042, -1.95530], [-0.00583, 3.65855, -1.20748], [0.31949, 0.10041, -0.79371], [1.67493, 0.90696, -0.38909], [2.67771, 0.08288, 0.24742], [2.63928, 0.49915, 1.64749], [3.26465, -0.48847, 2.51414], [2.95020, -0.02064, 3.86709], [1.57350, -0.61065, 4.44450], [0.67512, 0.53908, 4.64945], [0.74449, -0.72380, -2.14154], [1.81946, -1.43416, -2.14198], [0.04400, -0.67093, -3.31910], [-0.09567, -1.01629, 0.28795], [-1.41195, -0.42418, 1.47777], [-0.54364, -2.44628, -0.36120], [-1.20220, -3.36982, 0.80881], [-4.29763, 4.33314, 1.21981], [-4.74299, 2.59517, 0.87604], [-5.84435, 3.94412, 0.17828], [-2.73408, 3.83607, -0.43538], [-4.01717, 4.71250, -1.48871], [-4.97027, 2.18006, -1.87442], [-3.38915, 2.58014, -2.81126], [-3.89584, 0.42830, -0.77672], [-2.87384, 1.61178, 0.16529], [-1.97261, -0.34885, -1.63054], [-1.16466, 2.44711, -2.65328], [0.58899, 1.96267, -2.65127], [1.02289, 4.00401, -1.60425], [0.13707, 3.53487, -0.07779], [-0.81318, 4.42829, -1.42359], [2.19608, 1.35321, -1.31671], [1.40458, 1.82353, 0.25893], [3.09359, 1.54147, 1.74647], [1.51584, 0.47424, 1.92634], [3.80451, -0.24232, 4.60141], [2.86934, 1.12781, 3.84528], [1.66102, -1.14069, 5.44494], [1.04724, -1.24456, 3.63616], [0.43255, 0.88893, 3.76529], [0.76430, -1.31834, 0.99339], [-1.27163, -2.34489, -1.22506], [0.39713, -3.02340, -0.68613], [-1.05447, -4.44795, 0.46196], [-2.28545, -3.10470, 1.02522], [-0.54548, -3.25692, 1.75167], [4.78781, 2.32147, 4.91238], [5.32828, 2.50243, 6.59974], [4.37920, 1.84042, 7.57799], [2.81449, 2.68545, 7.67295], [5.44016, 3.56778, 6.80734], [6.31379, 2.03721, 6.66753], [4.80980, 1.85818, 8.58090], [4.18626, 0.80066, 7.30873], [-4.43245, -3.52789, -5.41463], [-3.37866, -2.11680, -5.70072], [-2.53070, -1.77757, -4.49201], [-3.50661, -1.15346, -3.14234], [-4.01099, -1.27768, -5.99596], [-2.73387, -2.37077, -6.54420], [-1.81090, -0.99908, -4.75056], [-1.97604, -2.64242, -4.13100], [2.32680, -7.01994, -2.91812], [2.32613, -5.57843, -3.96873], [1.47620, -4.45793, -3.40599], [-0.26215, -4.85120, -3.43921], [1.98453, -5.88285, -4.95947], [3.36330, -5.24857, -4.05240], [1.60716, -3.55528, -4.00541], [1.75002, -4.22323, -2.37689]]
}

Record 2
{
  "formula": "C21H42IN2O4",
  "method": "ωB97M-V/def2-TZVPD",
  "charge": -1,
  "max_force_ha_per_bohr": 0.0778,
  "multiplicity": 1,
  "orbital_gap_ha": 0.2099,
  "symbols": ["C", "C", "O", "N", "C", "C", "O", "C", "C", "O", "N", "O", "C", "C", "C", "I", "H", "H", "H", "H", "H", "H", "H", "H", "H", "H", "H", "H", "H", "H", "C", "C", "C", "C", "C", "C", "H", "H", "H", "H", "H", "H", "H", "H", "H", "H", "H", "H", "H", "H", "C", "C", "C", "C", "C", "C", "H", "H", "H", "H", "H", "H", "H", "H", "H", "H", "H", "H", "H", "H"],
  "coordinates": [[0.14206, -0.85776, 3.86752], [-0.11555, -0.71024, 2.39441], [-0.57850, -1.62634, 1.80280], [0.12655, 0.50601, 1.69070], [1.47361, 0.71515, 1.34411], [2.60007, 0.20583, 2.25953], [1.81430, 1.25967, 0.36516], [-0.48174, 1.62224, 2.51905], [0.35553, 2.87234, 2.43584], [-0.42694, 3.93226, 3.10651], [0.40810, 4.81392, 3.80524], [0.55537, 4.50881, 4.93023], [-1.82930, 1.96695, 1.84377], [-2.92412, 2.24692, 2.88825], [-2.97010, 1.20318, 3.99696], [-4.88677, 2.19924, 1.89164], [0.70526, -1.77217, 4.02164], [-0.80817, -1.00851, 4.35833], [0.65238, -0.01832, 4.31382], [2.56495, 0.68389, 3.23159], [3.55924, 0.34803, 1.79587], [2.50260, -0.86830, 2.39020], [1.30693, 2.80681, 2.95863], [0.48554, 3.22173, 1.40642], [-2.12695, 1.09368, 1.27763], [-1.76402, 2.84840, 1.19843], [-2.77691, 3.23954, 3.26782], [-3.98439, 0.90100, 4.22532], [-2.55906, 1.63791, 4.90167], [-2.40869, 0.32017, 3.73962], [-0.26925, 2.48711, -1.71319], [-0.80575, 2.61862, -3.13789], [-2.33078, 2.63616, -3.17038], [-2.98904, 1.36273, -2.64330], [-2.60379, 0.07346, -3.36555], [-3.00633, 0.05884, -4.83813], [-0.57363, 1.55108, -1.24588], [0.81947, 2.51233, -1.70053], [-0.63051, 3.31003, -1.09220], [-0.41075, 1.81309, -3.76460], [-0.43364, 3.55090, -3.57541], [-2.67491, 2.83320, -4.19248], [-2.68255, 3.48161, -2.57059], [-4.07601, 1.48713, -2.70277], [-2.76014, 1.25346, -1.58042], [-3.09315, -0.76352, -2.86059], [-1.52876, -0.10493, -3.27785], [-4.08524, 0.19314, -4.94730], [-2.73917, -0.89448, -5.29930], [-2.50509, 0.84802, -5.40150], [4.83801, -4.28656, -1.16927], [3.99236, -3.11429, -1.65885], [3.08929, -2.52480, -0.57771], [2.03988, -3.46562, -0.00084], [1.06238, -4.06062, -1.00730], [0.22038, -3.00303, -1.71410], [4.21742, -5.12285, -0.84311], [5.48817, -4.65206, -1.96714], [5.47188, -3.98571, -0.33205], [3.39793, -3.42612, -2.52250], [4.66121, -2.32650, -2.01676], [2.59068, -1.63522, -0.97234], [3.70890, -2.17956, 0.25757], [1.47407, -2.90738, 0.75115], [2.53068, -4.28546, 0.53631], [0.39412, -4.74259, -0.47418], [1.59100, -4.66961, -1.74901], [-0.34525, -2.41309, -0.99016], [-0.49102, -3.47755, -2.39403], [0.83566, -2.32147, -2.30455]]
}

Record 3
{
  "formula": "C21H42O14S",
  "method": "ωB97M-V/def2-TZVPD",
  "max_force_ha_per_bohr": 0.0071,
  "multiplicity": 1,
  "orbital_gap_ha": 0.4063,
  "symbols": ["C", "C", "O", "C", "C", "C", "C", "C", "C", "C", "O", "S", "O", "O", "O", "H", "H", "H", "H", "H", "H", "H", "H", "H", "H", "H", "H", "H", "H", "H", "H", "H", "H", "C", "C", "O", "C", "O", "O", "C", "H", "H", "H", "H", "H", "H", "H", "H", "C", "C", "O", "C", "O", "O", "C", "H", "H", "H", "H", "H", "H", "H", "H", "C", "C", "O", "C", "O", "O", "C", "H", "H", "H", "H", "H", "H", "H", "H"],
  "coordinates": [[-3.95236, -1.22649, 2.51653], [-2.76205, -0.91163, 3.41253], [-1.59496, -1.43004, 2.74993], [-0.38318, -1.33159, 3.39504], [0.75306, -1.27698, 2.35934], [0.34975, -1.17932, 0.88588], [0.04695, 0.21786, 0.31173], [-0.80067, 0.07402, -0.95379], [-0.64775, 1.16654, 1.28872], [-0.22705, -2.45272, 4.45132], [0.56383, -1.87264, 5.50325], [-0.01835, -0.41551, 5.73596], [1.02660, 0.41998, 6.19679], [-1.26100, -0.50261, 6.42395], [-0.30373, -0.10819, 4.20073], [-4.63339, -1.94507, 2.97249], [-4.51121, -0.32090, 2.28040], [-3.59323, -1.64898, 1.57744], [-2.85698, -1.35078, 4.40950], [-2.63073, 0.16295, 3.54428], [1.40799, -0.45633, 2.65502], [1.34639, -2.18644, 2.48151], [1.17386, -1.60396, 0.30500], [-0.51024, -1.83107, 0.71513], [1.00134, 0.66995, 0.01600], [-0.23008, -0.38723, -1.76372], [-1.16318, 1.04446, -1.29941], [-1.67522, -0.55330, -0.75588], [-0.73304, 2.16152, 0.84627], [-0.11459, 1.27363, 2.23501], [-1.66132, 0.81622, 1.50645], [0.30306, -3.31984, 4.07283], [-1.20554, -2.73836, 4.84104], [7.25281, 0.68093, -1.23221], [6.56252, 2.02582, -1.22005], [5.18990, 1.90853, -0.79302], [5.00985, 1.83436, 0.52461], [5.86813, 1.90493, 1.36615], [3.70268, 1.71415, 0.75920], [3.35042, 1.64356, 2.14451], [6.69947, -0.02725, -1.84949], [8.25637, 0.78783, -1.64590], [7.33815, 0.28258, -0.22240], [6.49290, 2.44864, -2.22012], [7.07537, 2.73194, -0.56843], [3.75777, 2.48557, 2.69968], [3.71247, 0.71407, 2.58270], [2.26466, 1.67082, 2.16853], [-5.51413, 5.09130, -0.84133], [-4.35620, 4.15230, -1.09095], [-4.49593, 2.93123, -0.33520], [-5.30985, 2.02286, -0.86733], [-5.88901, 2.11003, -1.91937], [-5.33055, 0.96146, -0.05897], [-6.13234, -0.12943, -0.52205], [-5.62160, 5.29001, 0.22517], [-5.33393, 6.03821, -1.35169], [-6.44287, 4.66776, -1.22045], [-3.41663, 4.57365, -0.73976], [-4.26370, 3.90354, -2.14733], [-5.85324, -0.41313, -1.53473], [-7.19031, 0.12677, -0.49787], [-5.92577, -0.94203, 0.16859], [2.53589, -1.82578, -6.72600], [2.50139, -1.16157, -5.36855], [1.43653, -1.68935, -4.55096], [1.70181, -2.84477, -3.94671], [2.73877, -3.45587, -3.99688], [0.62678, -3.20185, -3.24275], [0.76756, -4.43161, -2.52424], [1.56833, -1.73520, -7.22002], [3.28825, -1.34280, -7.35078], [2.79142, -2.88020, -6.63327], [2.27210, -0.10108, -5.44755], [3.44538, -1.28437, -4.83920], [1.66579, -4.41599, -1.91020], [0.82020, -5.27080, -3.21619], [-0.12060, -4.50687, -1.90445]]
}

| no. | HOMO energy (Ha) | E_tot (eV) |
| --- | --- | --- |
| 1 | -0.1656 | -123329.419 |
| 2 | -0.1127 | -41725.814 |
| 3 | -0.3897 | -61958.477 |